Version A
{"formula": "C2H10N2O2", "method": "the ωB97M-V functional and the def2-TZVPD basis", "elements": ["C", "N", "C", "N", "H", "H", "H", "H", "H", "H", "H", "H", "O", "H", "H", "O"], "coordinates": [[-1.72077, 1.64857, -1.35612], [-0.59101, 1.30108, -0.43008], [0.48557, 0.57390, -0.98355], [1.17181, -0.35982, -0.30467], [-2.64492, 1.39790, -0.83320], [-1.75516, 2.71538, -1.56924], [-1.59054, 1.01801, -2.24661], [-1.03403, 0.72122, 0.26654], [0.70410, 0.75055, -2.05109], [2.16208, -0.06799, -0.25661], [-0.69110, 1.84061, 2.67605], [-1.18054, 0.52866, 3.35654], [-0.75273, 0.88009, 2.56283], [2.24132, -4.08368, 0.33670], [1.45771, -2.77132, 0.31645], [1.45978, -3.67536, -0.04692]], "homo_lumo_gap_ev": [3.03, 6.29], "charge": -1, "spin_multiplicity": 2, "s2": 0.75}

Version B
{"formula": "C2H10N2O2", "method": "the ωB97M-V functional and the def2-TZVPD basis", "elements": ["C", "N", "C", "N", "H", "H", "H", "H", "H", "H", "H", "H", "O", "H", "H", "O"], "coordinates": [[1.80573, -1.45438, 0.59346], [1.78698, 0.55153, -1.29160], [0.61888, 0.10241, -0.69969], [0.61742, -0.62346, 0.34427], [2.09865, -1.95016, -0.37067], [2.65313, -0.80064, 0.89993], [1.46588, -2.13213, 1.37255], [1.79061, 1.46368, -1.75284], [2.60726, -0.04692, -1.15497], [-0.25146, 0.61859, -1.16266], [-2.07206, -0.62082, 2.34682], [-0.92131, -0.29999, 1.42020], [-1.88944, -0.08940, 1.57897], [-3.10100, 1.73960, -0.44679], [-1.97658, 0.84963, -0.03415], [-2.31950, 1.31371, -0.81005]], "homo_lumo_gap_ev": [2.64, 8.71], "charge": -1, "spin_multiplicity": 2, "s2": 0.75}

It is version B that is the most stable of them.

Version A
{"formula": "CH5O2", "method": "the ωB97M-V functional and the def2-TZVPD basis", "elements": ["C", "O", "H", "H", "H", "H", "H", "O"], "coordinates": [[0.99705, 0.92141, -0.40519], [0.33573, 0.44664, 0.67456], [2.11265, 0.85803, -0.31211], [0.75979, 0.38132, -1.34902], [0.79472, 1.99518, -0.63943], [-1.02601, -1.36915, -0.90712], [-0.50939, -0.40188, 0.35515], [-1.30698, -1.21739, 0.00486]], "homo_lumo_gap_ev": 8.21, "charge": -1}

Version B
{"formula": "CH5O2", "method": "the ωB97M-V functional and the def2-TZVPD basis", "elements": ["O", "H", "C", "O", "H", "H", "H", "H"], "coordinates": [[1.44325, 1.53681, 0.99589], [0.97292, 1.32769, 1.81580], [-0.74231, -0.73404, -0.63531], [0.53454, -0.26212, -0.64520], [-1.03772, -1.16873, 0.33705], [-0.92798, -1.51007, -1.40313], [-1.48802, 0.07099, -0.85883], [1.24532, 0.73948, 0.39373]], "homo_lumo_gap_ev": 7.31, "charge": -1}

It is version A that is the most stable of them.

Version A
{"formula": "C34H34IN7OSr", "method": "the ωB97M-V functional and the def2-TZVPD basis", "elements": ["Sr", "C", "C", "C", "C", "C", "C", "C", "N", "N", "C", "C", "C", "C", "C", "C", "N", "C", "C", "C", "C", "C", "C", "N", "H", "H", "H", "H", "H", "H", "H", "H", "H", "H", "H", "H", "H", "H", "H", "H", "H", "H", "H", "H", "C", "C", "N", "N", "C", "O", "C", "C", "C", "C", "C", "C", "C", "C", "C", "C", "C", "N", "H", "H", "H", "H", "H", "H", "H", "H", "H", "H", "H", "H", "I", "C", "H", "H"], "coordinates": [[0.36364, -0.31065, 0.13201], [2.67062, -2.33301, 0.86772], [2.45874, -2.12568, 2.37982], [2.20109, -0.67722, 2.84888], [2.18412, -0.39221, 4.20732], [2.10547, 0.93346, 4.60050], [2.05521, 1.93325, 3.64163], [2.01544, 1.56706, 2.31074], [2.08089, 0.28259, 1.93067], [1.42675, -2.29439, 0.03521], [1.75281, -2.15794, -1.42474], [0.56024, -1.75731, -2.36155], [0.73103, -1.82312, -3.73517], [-0.30826, -1.39914, -4.54674], [-1.49216, -0.94481, -3.98409], [-1.60039, -0.91512, -2.60744], [-0.58955, -1.31539, -1.82055], [0.43230, -3.36736, 0.32285], [-0.43359, -3.09308, 1.57906], [-0.99187, -4.13861, 2.29617], [-1.83174, -3.83453, 3.35942], [-2.08258, -2.51052, 3.68083], [-1.47359, -1.52248, 2.92480], [-0.67097, -1.80968, 1.90116], [3.20005, -3.27590, 0.69295], [3.31902, -1.53025, 0.51529], [3.38110, -2.45181, 2.86521], [1.67579, -2.77657, 2.76911], [2.24805, -1.19290, 4.93464], [2.09285, 1.18950, 5.65310], [2.01442, 2.97780, 3.91681], [1.95785, 2.29136, 1.50629], [2.20152, -3.08010, -1.80675], [2.50983, -1.36254, -1.53099], [1.66224, -2.17783, -4.15744], [-0.19604, -1.42089, -5.62347], [-2.31271, -0.60373, -4.60058], [-2.49275, -0.56440, -2.10276], [0.90970, -4.35134, 0.38945], [-0.26198, -3.41868, -0.51538], [-0.77295, -5.16582, 2.03228], [-2.29023, -4.62986, 3.93420], [-2.73736, -2.24069, 4.49835], [-1.61396, -0.45970, 3.10829], [0.05129, 2.94313, -3.40263], [0.65294, 2.13197, -2.29721], [-0.03522, 1.86086, -1.16035], [-1.22665, 2.27527, -1.01618], [-1.75198, 1.96953, 0.37040], [-1.20388, 0.90130, 0.97172], [-3.27641, 1.84334, 0.25272], [-3.94562, 0.84536, 0.94618], [-5.33315, 0.74231, 0.88560], [-6.06743, 1.63920, 0.12523], [-5.40354, 2.63450, -0.58452], [-4.02185, 2.73393, -0.52154], [2.01388, 1.70728, -2.33322], [2.83775, 2.04630, -3.44975], [4.16039, 1.69640, -3.47384], [4.72153, 1.01200, -2.38880], [3.87115, 0.71018, -1.34893], [2.56682, 1.00082, -1.29138], [-1.00548, 3.10677, -3.20150], [0.13746, 2.44553, -4.37658], [0.51940, 3.93045, -3.50841], [-3.35672, 0.15035, 1.52916], [-5.84090, -0.03677, 1.44206], [-7.14742, 1.56816, 0.08565], [-5.96757, 3.33745, -1.18582], [-3.50343, 3.49849, -1.08853], [2.40953, 2.60057, -4.27270], [4.77374, 1.96169, -4.32796], [5.76466, 0.73271, -2.35360], [4.26511, 0.18912, -0.47710], [-1.72818, 3.13113, 3.31640], [-1.45373, 3.27999, 1.16971], [-0.41313, 3.56344, 1.03712], [-2.12140, 4.09747, 0.91152]], "homo_lumo_gap_ev": 5.78, "charge": 0}

Version B
{"formula": "C34H34IN7OSr", "method": "the ωB97M-V functional and the def2-TZVPD basis", "elements": ["Sr", "C", "C", "C", "C", "C", "C", "C", "N", "N", "C", "C", "C", "C", "C", "C", "N", "C", "C", "C", "C", "C", "C", "N", "H", "H", "H", "H", "H", "H", "H", "H", "H", "H", "H", "H", "H", "H", "H", "H", "H", "H", "H", "H", "C", "C", "N", "N", "C", "O", "C", "C", "C", "C", "C", "C", "C", "C", "C", "C", "C", "N", "H", "H", "H", "H", "H", "H", "H", "H", "H", "H", "H", "H", "I", "C", "H", "H"], "coordinates": [[0.30458, -0.27820, 0.34375], [2.74034, -2.91770, 1.07952], [2.53443, -2.85116, 2.58393], [2.02698, -1.54688, 3.15436], [1.48172, -1.52301, 4.43383], [1.04861, -0.32253, 4.96420], [1.18833, 0.83548, 4.21309], [1.75465, 0.72427, 2.95781], [2.15282, -0.43816, 2.42180], [1.53118, -2.81634, 0.24461], [1.94260, -2.96397, -1.15194], [0.92579, -2.52252, -2.18255], [1.09905, -2.88043, -3.51297], [0.22196, -2.37742, -4.45806], [-0.81117, -1.54908, -4.05088], [-0.92227, -1.25703, -2.70385], [-0.07332, -1.73609, -1.78821], [0.53420, -3.83916, 0.57743], [-0.36976, -3.48995, 1.74259], [-0.81190, -4.45749, 2.63408], [-1.69686, -4.08594, 3.63532], [-2.11308, -2.76653, 3.71786], [-1.62174, -1.86186, 2.78991], [-0.76864, -2.22223, 1.82905], [3.25752, -3.86528, 0.85708], [3.40763, -2.10785, 0.78016], [3.51554, -3.04276, 3.03137], [1.89434, -3.66313, 2.93245], [1.38289, -2.44768, 4.98873], [0.59633, -0.28697, 5.94693], [0.83972, 1.79362, 4.56980], [1.87460, 1.60331, 2.33080], [2.24074, -4.00350, -1.36254], [2.83477, -2.35178, -1.30601], [1.92105, -3.52589, -3.79435], [0.34309, -2.62659, -5.50434], [-1.51384, -1.12987, -4.75662], [-1.70955, -0.60940, -2.33306], [1.01545, -4.81181, 0.76168], [-0.11361, -3.95973, -0.29397], [-0.46760, -5.47997, 2.54272], [-2.05821, -4.82122, 4.34311], [-2.80520, -2.44023, 4.48144], [-1.90274, -0.81106, 2.78367], [-0.74191, 2.56169, -3.36654], [0.00190, 1.86913, -2.26308], [-0.54670, 1.72543, -1.03161], [-1.67873, 2.22419, -0.77871], [-2.12270, 1.89950, 0.62801], [-1.55806, 0.79846, 1.16935], [-3.65048, 1.81308, 0.55104], [-4.31637, 0.75867, 1.15817], [-5.70217, 0.67111, 1.11063], [-6.43979, 1.64404, 0.45394], [-5.78079, 2.70243, -0.15950], [-4.39752, 2.78390, -0.11195], [1.30809, 1.35313, -2.45040], [1.97347, 1.47011, -3.70829], [3.24037, 0.98165, -3.87281], [3.90534, 0.37266, -2.79790], [3.21084, 0.29197, -1.61184], [1.96578, 0.72996, -1.42029], [-1.79006, 2.64701, -3.08331], [-0.68299, 2.00705, -4.30803], [-0.37179, 3.57430, -3.56252], [-3.72408, 0.00870, 1.66388], [-6.20764, -0.15815, 1.59148], [-7.52026, 1.57993, 0.41793], [-6.34816, 3.46454, -0.67976], [-3.88522, 3.59709, -0.61053], [1.47227, 1.96339, -4.52784], [3.73391, 1.08059, -4.83255], [4.91831, 0.00562, -2.87907], [3.68462, -0.15271, -0.73734], [-2.17398, 3.03329, 3.49072], [-1.70509, 3.16865, 1.40258], [-0.62338, 3.27006, 1.34939], [-2.18643, 4.07474, 1.04702]], "homo_lumo_gap_ev": 5.99, "charge": 0}

It is version B that is the most stable of them.